55
Properties=species:S:1:pos:R:3:forces:R:3:mulliken_charge:R:1 method="wB97M-V/def2-TZVPD" relative_energy_kcal_mol=29.5 charge=0 homo_lumo_gap_ha=0.3035 total_energy_ev=-51241.1142 homo_energy_ev=-8.6 smiles="CC(C)n1nc(C(=O)Nc2cccc(S(=O)(=O)NCc3ccco3)c2)c2ccccc2c1=O"
C 3.010 3.737 0.776 -0.02 -0.12 -0.09 -1.392
H 2.420 4.637 0.629 -0.09 0.09 0.00 0.428
H 2.679 3.249 1.690 -0.05 -0.01 0.10 0.373
H 4.055 4.014 0.881 0.01 0.05 0.03 0.286
C 2.829 2.809 -0.422 0.00 0.67 -0.07 0.104
N 3.520 1.537 -0.194 0.24 0.02 0.03 0.561
N 2.719 0.489 -0.170 -0.28 -1.04 0.08 -0.838
C 3.157 -0.720 0.013 0.24 0.70 -0.06 0.417
C 4.560 -0.991 0.205 0.41 0.34 0.01 0.745
C 5.113 -2.261 0.410 0.00 -0.19 0.02 -0.624
C 6.471 -2.404 0.585 -0.07 0.03 -0.01 -0.592
C 7.316 -1.296 0.562 -0.01 0.12 -0.01 -0.543
C 6.792 -0.039 0.363 -0.01 0.07 -0.01 -0.505
C 5.418 0.126 0.184 -0.08 -0.46 0.04 0.228
C 4.896 1.478 -0.026 0.02 -0.12 0.02 0.295
O 5.583 2.481 -0.055 0.09 0.05 0.00 -0.687
H 7.417 0.841 0.340 0.05 0.05 0.00 0.471
H 8.379 -1.425 0.701 0.08 0.01 0.01 0.411
H 6.887 -3.388 0.741 0.01 -0.08 0.01 0.426
H 4.463 -3.119 0.427 0.01 -0.01 0.00 0.567
C 2.103 -1.785 0.005 -0.64 0.16 -0.06 0.207
O 2.336 -2.970 0.131 0.14 -0.09 0.01 -0.734
N 0.857 -1.256 -0.158 0.12 0.43 -0.03 0.107
C -0.371 -1.900 -0.234 -0.42 -0.44 0.00 0.549
C -1.512 -1.108 -0.382 0.13 0.07 -0.02 -0.556
C -2.749 -1.707 -0.469 -0.28 0.30 -0.10 -0.057
C -2.900 -3.079 -0.414 -0.01 -0.21 -0.04 -0.460
C -1.768 -3.864 -0.262 -0.27 0.20 -0.04 -1.061
C -0.513 -3.286 -0.171 0.24 0.02 0.02 -0.381
H 0.364 -3.900 -0.054 -0.01 -0.01 0.00 0.491
H -1.860 -4.938 -0.217 -0.01 -0.09 0.00 0.382
H -3.886 -3.503 -0.498 -0.11 -0.17 0.01 0.444
S -4.202 -0.680 -0.631 0.36 0.17 0.66 1.432
O -3.788 0.686 -0.795 0.20 -0.19 0.17 -0.706
O -5.094 -1.256 -1.592 -0.14 -0.34 0.11 -0.670
N -4.876 -0.896 0.902 0.53 -0.12 -0.67 -0.300
H -4.526 -0.173 1.515 0.18 0.13 0.06 0.324
C -6.332 -0.980 0.936 -0.32 0.26 -0.08 -1.041
C -6.979 0.324 0.616 -0.29 -0.27 -0.84 0.436
C -7.343 0.877 -0.576 0.09 -0.38 0.55 -0.159
C -7.824 2.175 -0.279 0.00 0.20 0.53 -0.525
C -7.711 2.316 1.068 -0.24 0.48 -0.65 -0.460
O -7.197 1.204 1.622 0.16 -0.28 0.40 -0.366
H -7.953 3.124 1.730 0.00 0.05 0.16 0.464
H -8.199 2.898 -0.973 -0.09 0.21 -0.08 0.409
H -7.263 0.412 -1.537 0.05 -0.15 -0.20 0.527
H -6.627 -1.323 1.931 0.03 -0.05 -0.14 0.425
H -6.608 -1.720 0.184 -0.20 0.04 0.20 0.365
H -1.452 -0.032 -0.441 0.09 0.16 0.00 0.575
H 0.845 -0.245 -0.250 0.04 -0.23 0.02 0.172
C 3.308 3.453 -1.719 -0.04 -0.10 0.10 -1.392
H 4.356 3.728 -1.636 0.02 0.04 -0.04 0.289
H 2.724 4.347 -1.917 -0.08 0.09 -0.04 0.427
H 3.187 2.765 -2.553 -0.03 -0.03 -0.11 0.371
H 1.772 2.538 -0.518 0.27 -0.01 0.03 0.342